Entry 1:
Computed, not measured: a structure of composition C7H10N2O3Sn in a non-equilibrium geometry, with ωB97M-V/def2-TZVPD.

Element x y z (Å)
Sn  2.27874  -1.34913  0.38336
C  -3.69680  -1.54764  1.54826
C  -2.57558  -2.20447  1.05342
C  -1.76277  -1.61979  0.09340
C  -2.09299  -0.36080  -0.46308
C  -3.23512  0.23347  -0.02636
C  -4.06041  -0.33159  0.97531
O  -5.11681  0.32024  1.46167
O  -0.66493  -2.32738  -0.35216
H  -4.14753  -1.90826  2.46328
H  -2.36162  -3.24723  1.25621
H  -1.58231  -0.01949  -1.35615
H  -3.69034  1.09160  -0.50696
H  -5.49601  -0.11207  2.23650
H  -0.28845  -1.77229  -1.05055
C  4.71705  1.49089  -0.69524
O  4.47623  0.43080  -0.06958
N  5.50666  2.45917  -0.21598
N  4.21882  1.75708  -1.93302
H  6.01207  3.03439  -0.87140
H  6.00141  2.10936  0.59646
H  4.06519  2.71103  -2.22452
H  3.49551  1.16208  -2.30284

Its total charge is +2. As for the multiplicity: 1. The calculation puts the lowest unoccupied orbital energy at -10.9492 eV. The value obtained for the HOMO energy is -14.156 eV. As for the frontier orbital gap: 3.21 eV.

Entry 2:
Computed, not measured: an isolated molecule of C5H6S in a non-equilibrium geometry, with ωB97M-V/def2-TZVPD.

Element x y z (Å)
C  -1.95292  -1.35247  1.33136
C  -0.77694  -0.68771  0.77017
C  0.14671  -0.11890  0.26834
C  1.37944  0.36883  -0.39666
C  1.31465  1.57689  -1.26709
S  2.56063  -0.68639  -0.54998
H  -2.65229  -0.62701  1.52044
H  -1.54083  -1.82170  2.29346
H  -2.25999  -2.10209  0.68572
H  2.31998  1.66397  -1.80235
H  0.56443  1.29439  -2.12363
H  0.89714  2.49219  -0.72977

Its total charge is 0. As for the multiplicity: 1. The SMILES is CC#CC(C)=S. The calculation puts the lowest unoccupied orbital energy at -0.3803 eV. The value obtained for the HOMO energy is -8.540 eV. As for the frontier orbital gap: 8.16 eV.

Entry 3:
Computed, not measured: a cluster of 3 separate species, C3H14N2O in total in a non-equilibrium geometry, with ωB97M-V/def2-TZVPD.

Element x y z (Å)
C  -1.14290  -0.07532  0.15897
C  -0.47127  0.34019  1.47124
C  0.86266  0.40378  0.79790
N  2.23708  1.99009  1.32309
N  -0.57954  -1.53628  -0.29661
H  -0.90287  0.64919  -0.57287
H  -2.18869  -0.24057  0.34502
H  -0.53087  -0.48092  2.28640
H  -0.88575  1.22924  1.95323
H  1.68352  -0.25815  1.13627
H  0.95756  1.02804  -0.08369
H  2.76221  2.05830  0.55416
H  1.86978  2.97824  1.32615
H  2.96137  2.11691  2.07145
H  -1.17713  -2.24191  0.16860
H  0.47956  -1.66173  -0.18806
H  -0.80640  -1.52536  -1.21778
H  -1.03247  -1.07894  -3.83783
H  -2.49307  -1.85928  -3.89387
O  -1.60278  -1.83555  -3.50174

Its total charge is +2. As for the multiplicity: 1. The calculation puts the lowest unoccupied orbital energy at -9.8430 eV. The value obtained for the HOMO energy is -17.969 eV. As for the frontier orbital gap: 8.13 eV.

Entry 4:
Computed, not measured: a cluster of 5 separate species, C4H18NO5 in total in a non-equilibrium geometry, with ωB97M-V/def2-TZVPD.

Element x y z (Å)
O  1.26354  -1.10195  2.49291
C  1.73098  -0.30894  1.73156
C  0.99747  0.06205  0.39058
N  -0.40206  -0.49276  0.40922
C  -1.39108  0.55781  0.78983
C  1.86387  -0.46097  -0.72714
H  2.59958  0.33638  1.85538
H  0.98968  1.14100  0.55839
H  -0.70277  -0.96025  -0.44633
H  -0.39419  -1.14353  1.19876
H  -1.60976  1.15645  -0.11645
H  -1.19943  1.07644  1.75046
H  -2.19382  -0.03365  1.27555
H  2.61422  -1.15761  -0.33900
H  2.48485  0.38296  -1.06286
H  1.47594  -0.99830  -1.57300
H  0.77953  3.02562  0.25733
H  0.95970  3.84479  1.65117
O  0.58888  3.08657  1.19730
H  0.50944  -3.36346  0.17319
H  -0.03263  -3.47575  1.48002
O  -0.33162  -3.16569  0.61086
H  -0.75744  2.49388  -1.86459
H  -1.11918  1.39983  -2.88742
O  -1.31946  1.72955  -1.99835
H  -2.20267  -0.42903  -2.48037
H  -2.82023  -1.97686  -2.37061
O  -2.38133  -1.22457  -1.95639

Its total charge is +1. As for the multiplicity: 1. The calculation puts the lowest unoccupied orbital energy at -3.0337 eV. The value obtained for the HOMO energy is -14.031 eV. As for the frontier orbital gap: 11.00 eV.

Entry 5:
Computed, not measured: a cluster of 8 separate species, C3H24NO7 in total in a non-equilibrium geometry, with ωB97M-V/def2-TZVPD.

Element x y z (Å)
C  -1.75420  -2.40622  -2.34927
C  -0.97258  -2.66694  -1.09567
N  -0.31470  -1.40191  -0.58526
C  0.66210  -0.86347  -1.55513
H  -1.19278  -2.07164  -3.22262
H  -2.20219  -3.29741  -2.78788
H  -2.51846  -1.67060  -2.11418
H  -1.55831  -3.03080  -0.25416
H  -0.13848  -3.36177  -1.19430
H  0.15876  -1.66585  0.29540
H  -0.99714  -0.68414  -0.33512
H  1.38805  -1.61128  -1.87639
H  1.18353  -0.04968  -1.05982
H  0.22923  -0.59692  -2.51294
H  4.20411  -0.35499  0.39403
H  4.43300  0.78182  -0.66615
O  3.77796  0.34125  -0.11638
H  2.10034  0.28441  3.02984
H  2.14553  0.75364  1.57347
O  1.53930  0.60482  2.31117
H  -0.26983  -2.16459  2.81335
H  0.74268  -1.09246  2.48128
O  0.29767  -1.87076  2.08265
H  -1.17472  1.90197  -0.18013
H  -1.74714  1.29866  1.16527
O  -1.65891  1.13906  0.22033
H  -3.02458  -0.34838  0.91029
H  -4.02936  -1.45401  0.38094
O  -3.12244  -1.13957  0.37882
H  2.29961  4.42370  0.59556
H  1.44368  3.23223  1.32065
O  1.48160  3.93024  0.66327
H  -0.42912  3.23536  -1.94000
H  0.39938  3.39383  -0.59061
O  -0.48582  3.21914  -0.97991

Its total charge is +1. As for the multiplicity: 1. The calculation puts the lowest unoccupied orbital energy at -2.6888 eV. The value obtained for the HOMO energy is -14.202 eV. As for the frontier orbital gap: 11.51 eV.

Entry 6:
Computed, not measured: a structure of composition C34H37AsClIN4O4Pt in a non-equilibrium geometry, with ωB97M-V/def2-TZVPD.

Element x y z (Å)
Pt  0.00697  -0.18201  -0.08698
Cl  -3.16216  -6.54274  -1.22612
C  -2.59542  -5.12822  -0.51883
C  -2.50167  -5.09806  0.88804
C  -1.99668  -4.00708  1.52947
I  -1.83252  -3.94689  3.55894
C  -1.53134  -2.83111  0.76384
O  -1.08445  -1.84085  1.31195
C  -1.67886  -2.89076  -0.71692
N  -1.27121  -1.83344  -1.39524
C  -1.33022  -1.85591  -2.72046
C  -1.78336  -2.96018  -3.44096
C  -2.23401  -4.05379  -2.75114
C  -2.19612  -4.03553  -1.34408
H  -2.81348  -5.96657  1.45193
H  -1.01017  -0.95591  -3.23107
H  -1.76889  -2.94616  -4.52129
H  -2.60220  -4.92715  -3.27180
N  -1.28428  2.26747  2.97777
C  -0.40060  1.72536  2.12509
N  -0.99488  0.94292  1.25544
C  -2.35629  0.93947  1.57215
C  -3.42992  0.27188  0.99036
C  -4.68059  0.49966  1.52382
C  -4.86526  1.36438  2.61791
C  -3.80616  2.01845  3.20975
C  -2.54827  1.78783  2.65978
H  -1.05648  2.90482  3.72288
H  0.65837  1.92868  2.13120
H  -3.27196  -0.40374  0.16053
H  -5.54330  0.00400  1.09828
H  -5.86339  1.51570  3.00620
H  -3.94871  2.66870  4.06252
C  -3.36040  1.83497  -1.96539
C  -2.06553  1.87890  -2.76337
As  -0.44623  1.71993  -1.68815
C  -0.48532  3.33120  -0.60312
C  -0.58638  4.64536  -1.37154
C  0.97025  1.99452  -3.00258
C  0.59862  2.86802  -4.20014
H  -4.20959  2.00941  -2.62682
H  -3.38562  2.60356  -1.19122
H  -3.50208  0.86956  -1.48796
H  -1.95715  2.83790  -3.26890
H  -2.04520  1.09682  -3.52262
H  0.42056  3.29570  0.00275
H  -1.33980  3.21442  0.06519
H  0.31190  4.84224  -1.95405
H  -0.70407  5.46758  -0.66557
H  -1.44695  4.66784  -2.04065
H  1.27360  1.00406  -3.34523
H  1.80596  2.41086  -2.44380
H  -0.23018  2.45310  -4.77291
H  1.45643  2.93220  -4.87043
H  0.33964  3.88336  -3.90742
O  1.08643  -2.65342  -2.60381
C  1.83713  -1.75679  -2.26981
C  3.24333  -1.54324  -2.79384
C  3.76506  -0.32667  -2.03900
C  2.56847  0.14865  -1.24974
O  2.51615  1.16538  -0.58620
N  1.51434  -0.74917  -1.37818
H  3.19120  -1.38687  -3.87174
H  3.82740  -2.44862  -2.63444
H  4.14548  0.46800  -2.67847
H  4.55921  -0.58321  -1.33702
C  3.03659  -2.10286  1.23377
C  2.55756  -0.94685  2.06512
O  1.50532  -0.37057  1.79877
C  3.36413  -0.51331  3.22610
C  2.82013  0.40266  4.12767
C  3.55935  0.84838  5.20629
C  4.85475  0.37841  5.39896
C  5.39832  -0.54375  4.51688
C  4.65603  -0.99183  3.43552
H  2.32591  -2.30709  0.43855
H  3.14706  -2.98808  1.86273
H  4.01536  -1.88509  0.80297
H  1.80070  0.73623  3.98443
H  3.13200  1.55821  5.90221
H  5.43630  0.72357  6.24341
H  6.40151  -0.91729  4.67134
H  5.09981  -1.70953  2.75852

Its total charge is +2. As for the multiplicity: 1. The calculation puts the lowest unoccupied orbital energy (spin up / spin down) at -8.8836 / -8.8839 eV. The value obtained for the HOMO energy (spin up / spin down) is -12.699 / -12.698 eV. As for the frontier orbital gap (spin up / spin down): 3.82 / 3.81 eV.

For each record above, in turn, the calculated relative energy (zero: lowest compared OMol25 entry of this formula, charge and spin) values are 1.087 1.903 4.128 2.334 0.000 2.923 eV.